{
  "formula": "C3H5Cl",
  "method": "ωB97M-V/def2-TZVPD",
  "elements": ["C", "C", "C", "Cl", "H", "H", "H", "H", "H"],
  "positions_angstrom": [[-0.1636, 0.0259, 0.3136], [-0.6385, 1.2648, 0.1878], [0.5886, -0.9640, -0.5510], [-1.2462, 2.1011, 1.6124], [0.0737, -0.5526, 1.7619], [-0.8555, 1.6964, -0.8669], [-0.0540, -1.6500, -1.0025], [0.8959, -0.3060, -1.2937], [1.3994, -1.6155, -0.1615]],
  "atomic_forces_ev_per_a": [[1.9, -2.3, 5.5], [-0.5, -1.0, -1.3], [-0.4, 0.9, 0.8], [0.2, 0.0, -0.9], [-1.2, 2.1, -4.0], [0.5, -0.4, 2.1], [-1.5, -1.1, -0.8], [1.4, 0.6, -2.0], [-0.4, 1.2, 0.4]],
  "energy_ha": -577.37851,
  "orbital_gap_ev": 10.454,
  "lumo_energy_ha": 0.03395,
  "de_lowest_kj_mol": 248.6
}